# 1
Here is a molecular structure, C34H76O10S in a non-equilibrium geometry from the OMol25 dataset. Energies are from wB97M-V/def2-TZVPD.

Structure (ORCA input):
```
! RIJCOSX wB97M-V def2-TZVPD def2/J DEFGRID3
* xyz 0 1
C 6.11 -1.54 2.43
O 6.62 -1.96 1.18
C 5.96 -1.34 0.07
C 6.30 -2.13 -1.17
C 5.29 -1.75 -2.28
C 5.66 -0.41 -2.95
C 4.49 0.53 -3.22
C 3.28 -0.11 -3.91
C 2.15 -0.59 -3.01
C 1.52 0.47 -2.12
C 2.05 0.50 -0.70
C 1.27 1.39 0.32
C 0.12 2.25 -0.23
C -1.20 1.45 -0.20
C -2.26 1.78 -1.25
C -3.51 0.94 -0.90
C -3.63 -0.36 -1.71
C -4.32 -1.44 -0.90
O -5.34 -0.87 -0.09
C -1.79 1.67 -2.68
O -2.57 2.63 -3.40
S -2.45 3.95 -2.49
O -1.17 4.50 -2.65
O -3.55 4.76 -2.81
O -2.61 3.19 -1.13
H 5.52 -0.63 2.35
H 5.48 -2.32 2.85
H 6.92 -1.33 3.12
H 6.36 -0.33 -0.02
H 4.89 -1.32 0.26
H 6.12 -3.17 -0.94
H 7.30 -1.95 -1.52
H 5.30 -2.52 -3.05
H 4.32 -1.73 -1.81
H 6.15 -0.63 -3.90
H 6.38 0.09 -2.31
H 4.24 1.04 -2.29
H 4.86 1.31 -3.89
H 3.64 -0.89 -4.57
H 2.85 0.66 -4.55
H 2.41 -1.44 -2.38
H 1.36 -0.95 -3.67
H 0.47 0.22 -2.04
H 1.55 1.45 -2.58
H 2.01 -0.52 -0.33
H 3.10 0.78 -0.65
H 0.89 0.73 1.09
H 1.96 2.06 0.82
H 0.00 3.07 0.46
H 0.32 2.70 -1.19
H -0.99 0.39 -0.18
H -1.67 1.66 0.76
H -3.46 0.66 0.14
H -4.38 1.56 -1.00
H -2.66 -0.75 -1.99
H -4.24 -0.15 -2.58
H -4.74 -2.20 -1.55
H -3.58 -1.93 -0.27
H -5.80 -1.60 0.35
H -1.76 0.69 -3.11
H -0.76 2.00 -2.76
C -2.01 0.03 4.03
C -0.88 -0.86 3.56
O 0.41 -0.30 3.73
C 0.79 0.03 5.05
C 0.81 -1.16 6.00
H -1.99 0.99 3.51
H -2.97 -0.45 3.84
H -1.96 0.23 5.10
H -0.98 -1.04 2.49
H -0.93 -1.85 4.05
H 0.15 0.82 5.45
H 1.79 0.44 4.97
H -0.18 -1.61 6.12
H 1.15 -0.85 6.99
H 1.48 -1.93 5.62
C 0.28 2.32 10.94
C -0.02 0.93 10.42
O 1.09 0.28 9.82
C 2.21 0.07 10.66
C 1.93 -0.78 11.88
H 0.66 2.96 10.14
H -0.63 2.77 11.34
H 1.02 2.31 11.74
H -0.78 1.00 9.63
H -0.45 0.30 11.21
H 2.65 1.03 10.95
H 2.95 -0.43 10.03
H 1.20 -0.32 12.54
H 2.84 -0.94 12.45
H 1.53 -1.75 11.58
C -1.99 -3.75 -4.00
C -0.51 -3.51 -3.78
O -0.04 -3.91 -2.51
C -0.18 -5.29 -2.19
C 0.54 -6.22 -3.15
H -2.58 -3.24 -3.23
H -2.30 -3.37 -4.97
H -2.25 -4.81 -3.96
H -0.31 -2.44 -3.84
H 0.08 -3.98 -4.58
H -1.25 -5.55 -2.12
H 0.23 -5.40 -1.19
H 0.15 -6.15 -4.16
H 0.42 -7.26 -2.82
H 1.60 -5.99 -3.18
C -5.09 4.00 -9.00
C -6.19 3.48 -8.08
O -5.74 2.58 -7.09
C -4.78 3.09 -6.18
C -5.24 4.29 -5.38
H -4.58 3.16 -9.49
H -5.51 4.65 -9.76
H -4.34 4.57 -8.45
H -6.92 2.92 -8.68
H -6.73 4.32 -7.63
H -3.84 3.31 -6.70
H -4.56 2.26 -5.50
H -5.46 5.15 -6.01
H -4.47 4.59 -4.67
H -6.15 4.05 -4.82
*
```

Properties
LUMO level, Eh: 0.014
F_max, Eh/bohr: 0.03723

Results of the Mulliken charge analysis, in e, for atoms 1 through 8: C -0.700; O -0.423; C -0.199; C -1.021; C -0.102; C -0.859; C -0.575; C -1.302

=====

# 2
Here is a molecular structure, C34H78BCl4FKN3NaO5PSi2 in a non-equilibrium geometry from the OMol25 dataset. Energies are from wB97M-V/def2-TZVPD.

Structure (ORCA input):
```
! RIJCOSX wB97M-V def2-TZVPD def2/J DEFGRID3
* xyz 0 1
C 2.52 -5.61 -3.40
C 3.54 -4.59 -2.86
O 2.94 -3.87 -1.80
B 3.86 -3.03 -1.20
O 4.98 -2.75 -1.93
P 3.50 -2.32 0.61
C 3.32 -1.55 2.33
C 4.06 -0.21 2.35
C 3.37 0.85 1.45
C 2.45 1.86 2.18
C 0.91 1.60 2.24
C 0.09 2.97 2.08
C -0.50 3.20 0.60
C 0.25 4.21 -0.27
C 0.22 3.63 -1.69
C 1.05 2.29 -1.70
C 2.49 2.39 -2.22
C 2.70 1.39 -3.40
N 4.08 0.94 -3.42
C 4.47 -0.21 -2.87
C 5.84 -0.23 -3.06
C 6.20 0.96 -3.74
C 5.05 1.70 -3.97
H 2.33 -6.41 -2.67
H 2.81 -6.01 -4.37
H 1.55 -5.11 -3.54
H 3.82 -3.96 -3.73
H 4.41 -5.18 -2.56
H 5.65 -2.33 -1.37
H 2.78 -3.53 1.00
H 4.94 -2.18 0.74
H 2.80 -1.22 0.00
H 2.25 -1.45 2.60
H 3.76 -2.24 3.06
H 4.02 0.20 3.37
H 5.13 -0.32 2.13
H 4.18 1.48 1.06
H 2.89 0.40 0.58
H 2.62 2.81 1.67
H 2.74 1.96 3.23
H 0.70 1.25 3.27
H 0.55 0.79 1.57
H 0.69 3.81 2.42
H -0.78 2.90 2.75
H -0.55 2.22 0.10
H -1.53 3.57 0.73
H 1.24 4.42 0.15
H -0.28 5.17 -0.28
H -0.79 3.35 -2.00
H 0.58 4.39 -2.39
H 1.10 2.02 -0.64
H 0.49 1.51 -2.23
H 2.82 3.38 -2.53
H 3.18 2.07 -1.43
H 2.04 0.52 -3.27
H 2.47 1.84 -4.37
H 3.80 -0.90 -2.38
H 6.49 -1.02 -2.72
H 7.19 1.28 -4.03
H 4.90 2.66 -4.44
C 5.99 -7.54 -1.33
Cl 4.86 -6.55 -0.45
Cl 6.93 -8.57 -0.25
Cl 5.18 -8.50 -2.57
H 6.68 -6.87 -1.83
O 2.25 -2.70 -5.59
H 2.91 -2.06 -5.94
H 1.34 -2.46 -5.83
H 2.36 -2.83 -4.62
N 1.80 2.22 6.35
C 0.89 2.09 7.36
C 0.14 3.23 7.40
C 0.61 4.09 6.37
C 1.63 3.43 5.74
H 2.48 1.53 6.09
H 0.85 1.20 7.97
H -0.66 3.44 8.10
H 0.25 5.07 6.12
H 2.26 3.72 4.91
C -7.46 3.01 1.95
Si -7.45 4.48 0.76
C -8.06 5.98 1.74
C -8.73 4.11 -0.59
N -5.88 4.66 0.17
Si -5.42 5.86 -0.93
C -5.64 7.61 -0.27
C -6.31 5.74 -2.59
C -3.57 5.62 -1.27
H -8.46 2.85 2.36
H -7.16 2.10 1.43
H -6.77 3.18 2.78
H -8.96 5.74 2.30
H -8.30 6.82 1.08
H -7.30 6.31 2.46
H -8.36 3.33 -1.26
H -8.96 5.00 -1.18
H -9.67 3.76 -0.15
H -6.69 7.91 -0.25
H -5.11 8.33 -0.90
H -5.24 7.70 0.75
H -6.31 4.71 -2.96
H -5.81 6.36 -3.34
H -7.34 6.08 -2.52
H -3.38 4.63 -1.70
H -2.99 5.72 -0.34
H -3.20 6.38 -1.98
Na 8.34 -5.93 -2.53
C 3.32 -12.56 -1.87
C 2.59 -11.85 -0.74
O 3.49 -11.15 0.09
H 4.05 -13.26 -1.47
H 2.62 -13.11 -2.51
H 3.86 -11.84 -2.49
H 2.07 -12.58 -0.11
H 1.85 -11.14 -1.14
H 3.95 -10.49 -0.45
C -6.62 -2.67 2.14
C -6.61 -1.16 2.03
C -5.20 -0.64 1.77
O -7.11 -0.59 3.23
H -6.00 -3.01 2.97
H -7.63 -3.03 2.34
H -6.26 -3.14 1.22
H -7.27 -0.84 1.23
H -4.53 -0.91 2.59
H -5.20 0.45 1.70
H -4.79 -1.05 0.84
H -6.53 -0.86 3.96
Cl 3.52 -8.23 1.12
K -1.17 0.48 0.62
F 4.63 -2.63 -3.88
*
```

Properties
LUMO level, Eh: -0.115
F_max, Eh/bohr: 0.10315

Results of the Mulliken charge analysis, in e, for atoms 1 through 8: C -1.571; C 0.635; O -0.690; B 1.415; O -0.827; P 0.321; C -1.063; C -0.859

=====

# 3
Here is a molecular structure, C34H79F4N4O19S2 in a non-equilibrium geometry from the OMol25 dataset. Energies are from wB97M-V/def2-TZVPD.

Structure (ORCA input):
```
! RIJCOSX wB97M-V def2-TZVPD def2/J DEFGRID3
* xyz -1 1
N 7.06 -2.76 -1.54
C 6.63 -2.32 -2.90
N 7.85 -1.91 -3.61
N 6.06 -3.50 -3.52
C 5.63 -1.15 -2.70
S 4.68 -0.67 -4.16
O 4.94 -1.52 -5.28
O 5.13 0.67 -4.46
N 3.08 -0.49 -3.85
S 2.47 -1.68 -2.99
O 3.08 -2.98 -3.15
O 2.33 -1.37 -1.59
C 0.77 -1.88 -3.71
F 0.31 -0.68 -4.02
F 0.88 -2.66 -4.77
C -0.10 -2.62 -2.70
F -1.25 -2.98 -3.34
F -0.47 -1.83 -1.71
H 6.30 -3.36 -1.24
H 6.95 -1.94 -0.95
H 7.77 -1.01 -4.05
H 8.61 -1.89 -2.93
H 6.65 -4.27 -3.21
H 6.24 -3.43 -4.52
H 6.21 -0.28 -2.40
H 4.98 -1.39 -1.86
H 0.40 -3.52 -2.34
C 5.82 3.67 -3.39
O 6.20 4.01 -2.06
C 6.13 5.40 -1.82
C 5.98 5.67 -0.34
O 4.66 5.47 0.15
C 4.23 4.11 0.27
C 4.86 3.39 1.44
O 6.19 2.98 1.13
C 6.98 2.82 2.29
H 6.49 4.14 -4.12
H 5.88 2.59 -3.48
H 4.78 3.98 -3.58
H 5.27 5.84 -2.35
H 7.05 5.87 -2.19
H 6.19 6.73 -0.16
H 6.71 5.10 0.25
H 4.38 3.57 -0.67
H 3.16 4.16 0.45
H 4.28 2.49 1.67
H 4.86 4.05 2.32
H 7.06 3.77 2.83
H 7.97 2.52 1.97
H 6.56 2.05 2.94
C -1.61 9.41 4.17
O -0.59 9.28 3.21
C 0.59 9.97 3.59
C 1.80 9.39 2.87
O 2.28 8.19 3.45
C 1.51 7.01 3.22
C 1.65 6.47 1.81
O 0.84 7.21 0.91
C 1.32 7.13 -0.41
H -1.90 10.46 4.30
H -2.47 8.84 3.82
H -1.29 8.99 5.13
H 0.75 9.90 4.67
H 0.48 11.03 3.31
H 2.62 10.11 2.98
H 1.61 9.27 1.81
H 0.47 7.17 3.49
H 1.92 6.27 3.90
H 1.30 5.42 1.79
H 2.70 6.51 1.50
H 2.33 7.54 -0.48
H 0.66 7.72 -1.04
H 1.32 6.09 -0.77
C -6.36 3.70 1.04
O -5.35 3.40 0.11
C -4.10 3.98 0.46
C -2.95 3.24 -0.18
O -2.61 2.03 0.49
C -3.49 0.93 0.32
C -3.40 0.27 -1.04
O -4.11 1.02 -2.01
C -3.62 0.80 -3.32
H -6.54 4.78 1.09
H -7.27 3.20 0.71
H -6.10 3.32 2.03
H -3.97 3.97 1.55
H -4.10 5.03 0.11
H -2.06 3.87 -0.10
H -3.14 3.07 -1.24
H -4.52 1.21 0.56
H -3.18 0.20 1.06
H -3.85 -0.73 -0.99
H -2.34 0.18 -1.33
H -2.57 1.10 -3.39
H -4.20 1.41 -4.00
H -3.72 -0.26 -3.60
C -4.35 -4.00 0.92
O -3.96 -3.64 2.23
C -3.90 -2.23 2.39
C -4.03 -1.85 3.85
O -5.37 -1.88 4.32
C -5.96 -3.16 4.54
C -5.44 -3.86 5.77
O -4.17 -4.45 5.53
C -3.42 -4.62 6.71
H -3.62 -3.64 0.18
H -4.39 -5.09 0.87
H -5.35 -3.60 0.69
H -4.69 -1.74 1.82
H -2.92 -1.89 2.01
H -3.71 -0.82 3.96
H -3.38 -2.46 4.48
H -5.86 -3.79 3.65
H -7.02 -2.96 4.69
H -6.14 -4.67 6.05
H -5.38 -3.14 6.60
H -3.23 -3.65 7.19
H -2.47 -5.06 6.44
H -3.94 -5.29 7.41
C -4.29 -8.27 -4.87
O -4.02 -8.81 -3.60
C -3.36 -10.06 -3.66
C -2.60 -10.33 -2.38
O -1.36 -9.65 -2.29
C -1.42 -8.25 -2.03
C -1.78 -7.92 -0.59
O -3.18 -8.04 -0.38
C -3.49 -8.29 0.97
H -4.95 -8.93 -5.44
H -4.78 -7.31 -4.73
H -3.36 -8.11 -5.43
H -2.65 -10.07 -4.51
H -4.12 -10.84 -3.82
H -2.34 -11.39 -2.37
H -3.22 -10.15 -1.51
H -2.08 -7.74 -2.73
H -0.41 -7.88 -2.21
H -1.49 -6.88 -0.38
H -1.23 -8.58 0.08
H -3.03 -9.22 1.31
H -4.57 -8.38 1.05
H -3.15 -7.46 1.60
*
```

Properties
LUMO level, Eh: 0.075
F_max, Eh/bohr: 0.04900

Results of the Mulliken charge analysis, in e, for atoms 1 through 8: N -0.900; C 0.927; N -0.651; N -0.516; C -1.671; S 1.147; O -0.711; O -0.685